Computed, not measured: a molecular structure, C27H58N3O7PdS6 at a distorted geometry, with ωB97M-V/def2-TZVPD.

Atoms and positions in Å:
Pd  0.7627  9.8501  16.9575
C  -3.0314  8.4756  18.6535
C  -2.2620  9.7437  18.3867
C  -1.5156  10.2165  19.6256
O  -1.4486  9.5738  17.2730
H  -3.7309  8.5089  19.4888
H  -2.3519  7.6629  18.9105
H  -3.6089  8.1630  17.7835
H  -3.0025  10.5307  18.2438
H  -2.3396  10.4048  20.3138
H  -0.9303  11.1304  19.5241
H  -0.8391  9.4222  19.9411
C  -0.3130  14.2951  18.3235
S  -0.0739  13.3239  16.7568
O  0.5595  11.9633  17.1643
C  -1.8100  13.0262  16.2160
H  0.6906  14.4577  18.7164
H  -0.8023  13.6933  19.0893
H  -0.8283  15.2280  18.0947
H  -2.4052  13.9201  16.0295
H  -2.3936  12.3954  16.8866
H  -1.7035  12.5724  15.2307
C  -1.7916  8.2590  22.6074
S  -0.9162  9.1532  24.0078
O  -0.2845  10.4019  23.3376
C  -2.4483  9.5959  24.9467
H  -1.1630  7.9724  21.7643
H  -2.5324  8.9843  22.2708
H  -2.3924  7.4221  22.9633
H  -2.2965  10.2120  25.8330
H  -2.9039  8.6918  25.3506
H  -3.2529  10.0108  24.3396
C  -0.0904  5.9705  19.2657
S  1.5346  6.7927  18.9394
O  1.2647  7.8365  17.8450
C  1.7949  7.6161  20.5646
H  -0.6643  5.5985  18.4169
H  -0.7452  6.6968  19.7472
H  0.0618  5.0793  19.8746
H  2.7964  8.0074  20.7434
H  1.5954  6.8621  21.3261
H  1.1516  8.4663  20.7914
C  -2.4355  12.8494  23.4170
S  -2.2539  14.3492  22.3696
O  -0.9025  14.2181  21.7519
C  -3.4015  14.0091  20.9673
H  -1.6998  12.6503  24.1963
H  -2.3241  11.9851  22.7622
H  -3.3901  12.8008  23.9408
H  -4.4667  13.9913  21.1977
H  -3.1421  12.9955  20.6614
H  -3.0828  14.5853  20.0986
C  0.7578  5.6820  15.4165
S  0.1858  7.1707  14.5738
O  0.5075  8.3663  15.3998
C  -1.6216  7.0053  14.9247
H  1.7423  5.3600  15.0772
H  0.1099  4.8201  15.2566
H  0.7635  5.7654  16.5033
H  -1.8692  6.0850  14.3958
H  -2.1912  7.8168  14.4717
H  -1.8033  6.9451  15.9978
C  3.1334  12.5017  18.8535
S  2.7611  10.9026  19.6866
O  1.5908  10.2822  18.9399
C  2.1293  11.4834  21.3127
H  2.1394  12.9485  18.8305
H  3.4956  12.3539  17.8361
H  3.9049  13.0142  19.4280
H  1.2172  12.0745  21.2309
H  2.8413  11.9414  21.9993
H  1.7844  10.6426  21.9146
N  -3.5511  9.9649  15.1129
C  -4.8449  9.8581  15.5998
C  -5.7344  9.7041  14.5019
C  -4.9426  9.7856  13.3757
C  -3.6225  9.8537  13.7529
H  -2.7127  10.0204  15.6734
H  -5.0548  9.8818  16.6589
H  -6.7811  9.4495  14.4243
H  -5.2948  9.6642  12.3619
H  -2.7463  9.8045  13.1234
N  -5.6443  4.9488  19.2300
C  -5.2664  6.0514  20.0049
C  -3.9205  6.0044  20.1864
C  -3.4405  4.8244  19.5151
C  -4.5608  4.1555  19.0513
H  -6.5425  4.6597  18.8696
H  -6.0444  6.7209  20.3409
H  -3.3524  6.6562  20.8336
H  -2.4307  4.4420  19.4915
H  -4.6022  3.2470  18.4688
N  -7.8401  7.3359  16.6763
C  -9.0917  7.6746  17.1591
C  -9.0017  8.3987  18.3363
C  -7.6026  8.3668  18.6620
C  -6.9247  7.7044  17.5951
H  -7.6139  6.7611  15.8772
H  -9.9237  7.3652  16.5440
H  -9.7849  8.9076  18.8786
H  -7.2372  8.8396  19.5617
H  -5.8794  7.4687  17.4601

Calculated values
DFT total energy: -116220.61080 eV
Kohn-Sham gap (alpha / beta): 2.208 / 7.642 eV
HOMO energy (alpha / beta): -0.0760 / -0.2767 hartree
molecular weight: 835.60 g mol⁻¹
spin multiplicity: 4

***

Computed, not measured: 9 unconnected molecules or ions with the total composition C27H58N4O9 at a distorted geometry, with ωB97M-V/def2-TZVPD.

Atoms and positions in Å:
C  -0.1285  -5.4015  1.0271
C  1.2280  -5.7260  0.4602
O  2.0444  -4.8763  0.3444
C  1.6534  -7.1508  0.1957
H  -0.8811  -5.5193  0.2153
H  -0.1322  -4.4064  1.4038
H  -0.3162  -6.0376  1.9072
H  1.6362  -7.6172  1.2186
H  2.6465  -7.1808  -0.2447
H  0.8934  -7.8048  -0.2742
C  -4.1513  1.6935  1.3300
C  -4.9291  1.0204  2.4262
O  -4.5662  0.9707  3.5733
C  -6.3610  0.5327  2.1735
H  -3.0878  1.8301  1.6515
H  -4.5127  2.7072  1.2113
H  -4.2530  1.1939  0.3765
H  -6.8965  1.3328  2.6747
H  -6.5771  -0.3832  2.6623
H  -6.6391  0.4620  1.0948
C  -3.8596  -3.0734  1.2407
C  -4.3428  -2.8312  -0.1720
O  -4.7140  -1.7615  -0.5799
C  -4.1944  -4.0073  -1.1283
H  -4.3629  -2.4607  1.9697
H  -2.8877  -2.6278  1.3111
H  -3.6623  -4.1204  1.3978
H  -4.6986  -4.8569  -0.6862
H  -3.1881  -4.3098  -1.2788
H  -4.5858  -3.7637  -2.1097
C  1.7222  1.2333  5.8054
C  0.6559  1.7142  4.8594
O  0.8597  2.1902  3.7684
C  -0.7555  1.5357  5.3933
H  1.6642  1.7856  6.7484
H  2.7065  1.4105  5.3332
H  1.6433  0.2081  6.0159
H  -1.1297  0.5218  5.3739
H  -1.4294  2.2480  4.8558
H  -0.7473  1.8751  6.4614
C  1.5854  5.1815  -4.6181
C  0.0264  5.2194  -4.5292
O  -0.6186  5.0188  -5.5103
C  -0.5485  5.3057  -3.0891
H  2.0265  4.1647  -4.7681
H  2.0341  5.6969  -3.7935
H  1.8267  5.8331  -5.4145
H  -1.5897  5.1033  -2.9693
H  -0.3031  6.2804  -2.6894
H  0.0726  4.6117  -2.4534
C  4.5720  3.4185  1.6615
C  3.4147  2.5838  1.1805
O  3.3478  1.3830  1.5573
N  2.7016  3.1242  0.2021
C  2.9007  4.4738  -0.2758
H  4.1308  4.4255  2.0243
H  5.3273  3.6524  0.9152
H  4.8572  2.8625  2.5776
H  1.9474  2.5674  -0.3055
H  2.7403  5.2530  0.4935
H  2.2148  4.6925  -1.0390
H  3.9357  4.6010  -0.6745
C  1.1039  -3.0792  -1.8369
C  -0.0112  -2.2793  -2.5481
O  -0.1202  -2.2156  -3.8104
N  -0.8671  -1.7281  -1.6925
C  -1.9575  -0.9672  -2.3474
H  0.8733  -3.2273  -0.7538
H  2.1370  -2.7443  -2.0447
H  1.0714  -4.0381  -2.2563
H  -0.6687  -1.8460  -0.7005
H  -2.5411  -0.3787  -1.6045
H  -2.6735  -1.6358  -2.7917
H  -1.5365  -0.4445  -3.1731
C  -0.0376  0.4192  0.8707
C  0.5498  -0.8545  1.2285
O  -0.1874  -1.8615  1.1096
N  1.7857  -0.8640  1.6761
C  2.4702  -2.0283  2.2086
H  0.0332  0.6157  -0.1964
H  0.4724  1.2929  1.2755
H  -1.1027  0.4184  1.1485
H  2.2752  0.0723  1.6773
H  2.2503  -2.1369  3.2753
H  3.4943  -1.7201  2.2877
H  2.2554  -2.9628  1.6545
C  2.8468  -0.0310  -1.9277
C  1.9495  0.8864  -2.7343
O  1.7183  2.0290  -2.3216
N  1.5939  0.5002  -3.9410
C  1.0681  1.3761  -4.9741
H  3.2532  -0.8552  -2.5212
H  2.3401  -0.5427  -1.1007
H  3.7166  0.5052  -1.5105
H  1.7349  -0.3964  -4.1809
H  -0.0792  1.5616  -4.9040
H  1.2413  0.8478  -5.9527
H  1.5816  2.3104  -5.0766

Calculated values
SMILES: CNC(C)=O.CNC(C)=O.CNC(C)=O.CNC(C)=O.CC(C)=O.CC(C)=O.CC(C)=O.CC(C)=O.CC(C)=O
DFT total energy: -53327.93337 eV
Kohn-Sham gap: 9.687 eV
HOMO energy: -0.3348 hartree
molecular weight: 582.78 g mol⁻¹
spin multiplicity: 1

***

Computed, not measured: 9 unconnected molecules or ions with the total composition C27H58N6O13 at a distorted geometry, with ωB97M-V/def2-TZVPD.

Atoms and positions in Å:
C  2.1044  -3.1535  0.3302
O  2.8586  -2.1808  -0.3888
H  2.6892  -3.9264  0.8482
H  1.5831  -2.6620  1.1523
H  1.3955  -3.6991  -0.2955
H  3.3617  -2.7614  -0.9946
C  -6.4305  0.0175  4.6416
C  -5.7086  -0.8743  3.6553
C  -6.1766  -2.3579  3.6928
O  -6.8677  -2.5283  2.4688
C  -6.8121  -1.3757  1.7261
O  -7.3059  -1.2212  0.6620
O  -6.0685  -0.4672  2.3525
H  -7.5095  -0.0986  4.7261
H  -6.2208  1.0681  4.4296
H  -5.9903  -0.1353  5.6330
H  -4.6264  -0.9077  3.7776
H  -6.7613  -2.4993  4.6022
H  -5.3064  -3.0112  3.7473
C  -2.0214  -7.7057  -1.1193
C  -1.8101  -6.4472  -0.3100
C  -2.1411  -5.1277  -0.9788
O  -2.3905  -4.2947  0.1358
C  -3.0058  -5.1009  1.0571
O  -3.7448  -4.7286  1.9183
O  -2.7742  -6.3760  0.7503
H  -1.4518  -8.4758  -0.5777
H  -1.7485  -7.7249  -2.1686
H  -2.9898  -8.1914  -0.9746
H  -0.8259  -6.4146  0.1654
H  -3.0214  -5.1359  -1.6363
H  -1.3686  -4.7415  -1.6478
C  3.8132  -2.9214  -3.7840
O  4.0071  -3.4184  -2.6870
N  2.7087  -2.2364  -4.1613
C  2.5156  -1.9567  -5.5793
C  1.5202  -2.1219  -3.3238
H  4.5282  -2.9916  -4.6167
H  3.3724  -2.3033  -6.1593
H  2.4125  -0.8851  -5.7410
H  1.6876  -2.5495  -5.9732
H  0.7762  -1.4965  -3.8126
H  1.1211  -3.1042  -3.0726
H  1.7462  -1.6141  -2.3903
C  -0.6895  -0.9076  -0.4608
O  -0.8258  -2.1160  -0.5211
N  -1.3409  -0.1471  0.4401
C  -1.0545  1.2746  0.4933
C  -2.2864  -0.7163  1.3809
H  -0.0701  -0.3266  -1.1561
H  -1.0604  1.7119  1.4946
H  -1.8695  1.8842  0.0785
H  -0.1576  1.4178  -0.0932
H  -2.4172  -1.7915  1.4021
H  -1.8739  -0.4224  2.3563
H  -3.2286  -0.1650  1.3279
C  2.9872  0.8636  2.2251
O  2.0252  1.5198  1.8395
N  3.6375  1.0928  3.3776
C  4.8535  0.3336  3.6645
C  3.2907  2.1008  4.3496
H  3.4931  0.1409  1.5633
H  5.6323  1.0956  3.7838
H  5.1883  -0.2959  2.8432
H  4.7479  -0.3087  4.5394
H  3.2306  1.7249  5.3762
H  4.1319  2.7934  4.4582
H  2.3420  2.5508  4.0802
C  -0.0437  4.5108  2.2575
O  -1.0553  4.7224  2.9064
N  0.6245  5.4372  1.5450
C  0.1307  6.7750  1.3704
C  1.8379  5.0321  0.8636
H  0.5075  3.5552  2.2425
H  0.2556  7.2058  0.3721
H  0.6944  7.5160  1.9504
H  -0.9117  6.8269  1.6669
H  2.1633  4.0131  1.0546
H  1.6809  5.1602  -0.2141
H  2.6752  5.6996  1.0884
C  -0.3979  2.9926  -2.6647
O  -0.4323  1.8016  -2.4167
N  -1.4478  3.6958  -3.1162
C  -1.4555  5.1461  -3.2796
C  -2.7188  3.0056  -3.2055
H  0.4415  3.6470  -2.3769
H  -0.5534  5.4634  -2.7549
H  -2.3472  5.6342  -2.8954
H  -1.3831  5.4079  -4.3360
H  -3.2775  3.0599  -2.2617
H  -3.4444  3.4761  -3.8741
H  -2.6644  1.9531  -3.4613
C  4.3650  2.2659  -2.7779
O  5.4414  2.5613  -3.2650
N  4.1660  1.4125  -1.7686
C  5.2338  0.7595  -1.0676
C  2.8057  1.1663  -1.3000
H  3.4230  2.6094  -3.2248
H  5.2140  -0.3337  -1.0488
H  5.1729  0.9670  0.0101
H  6.2237  1.0898  -1.3667
H  2.6629  0.1010  -1.1227
H  2.5500  1.7446  -0.4120
H  2.0547  1.4492  -2.0394

Calculated values
SMILES: C[C@H]1COC(=O)O1.C[C@H]1COC(=O)O1.CN(C)C=O.CN(C)C=O.CN(C)C=O.CN(C)C=O.CN(C)C=O.CN(C)C=O.CO
DFT total energy: -64497.05389 eV
Kohn-Sham gap: 8.981 eV
HOMO energy: -0.3144 hartree
molecular weight: 674.79 g mol⁻¹
spin multiplicity: 1